Entry 1:
{"formula": "CH5AlNO4S", "method": "wB97M-V/def2-TZVPD", "elements": ["C", "S", "O", "O", "Al", "O", "N", "O", "H", "H", "H", "H", "H"], "coordinates": [[0.09524, 1.85614, -0.76017], [-0.93116, 1.04525, 0.46923], [-2.16520, 0.78096, -0.25236], [-1.11039, 1.93178, 1.60846], [0.00912, -1.03089, 0.97824], [1.08820, -1.42176, -0.49000], [0.77978, -2.64128, -0.98614], [1.66115, -3.41207, -0.85582], [-0.49357, 2.65465, -1.17184], [1.02982, 2.19365, -0.34544], [0.27013, 1.10981, -1.51224], [-1.18298, -2.07629, 1.05629], [0.94986, -0.98996, 2.26178]], "mulliken_charge": [-0.92, 0.88, -0.68, -0.68, 0.30, -0.25, 0.24, -0.38, 0.31, 0.32, 0.30, -0.22, -0.21], "homo_ev": -5.373, "energy_ha": -1037.45449, "multiplicity": 1, "charge": -1, "max_force_ev_per_a": 1.07, "homo_lumo_gap_ev": 8.83}

Entry 2:
{"formula": "C50H88BF9N8NbO8PS", "method": "wB97M-V/def2-TZVPD", "elements": ["C", "C", "C", "C", "C", "C", "Nb", "C", "C", "C", "C", "C", "C", "C", "B", "O", "O", "C", "O", "O", "P", "O", "O", "S", "O", "O", "C", "F", "F", "C", "F", "F", "C", "F", "F", "C", "F", "F", "F", "H", "H", "H", "H", "H", "H", "H", "H", "H", "H", "H", "H", "H", "H", "H", "H", "H", "H", "H", "H", "H", "H", "H", "H", "H", "H", "H", "H", "H", "H", "H", "H", "C", "C", "C", "C", "N", "H", "H", "H", "H", "H", "H", "H", "C", "C", "C", "C", "N", "H", "H", "H", "H", "H", "H", "H", "C", "C", "C", "C", "N", "H", "H", "H", "H", "H", "H", "H", "C", "C", "C", "C", "N", "H", "H", "H", "H", "H", "H", "H", "C", "C", "C", "C", "N", "H", "H", "H", "H", "H", "H", "H", "C", "C", "C", "C", "N", "H", "H", "H", "H", "H", "H", "H", "C", "C", "C", "C", "N", "H", "H", "H", "H", "H", "H", "H", "C", "C", "C", "C", "N", "H", "H", "H", "H", "H", "H", "H"], "coordinates": [[3.04468, -5.63238, 2.35035], [2.64064, -6.87341, 1.54654], [2.37442, -6.54275, 0.06915], [1.21264, -5.53657, -0.00261], [1.65645, -4.10223, -0.40648], [0.85699, -3.48739, -1.58161], [-0.78581, -1.97821, -1.18614], [0.64625, -0.42149, -0.27800], [2.12926, -0.81653, -0.20961], [3.10488, 0.40827, -0.07066], [4.14548, 0.03883, 1.00414], [4.86032, -1.30645, 0.72042], [6.33408, -1.34163, 1.22382], [-2.37906, -0.36623, -1.01984], [-3.88307, -0.72632, -0.80249], [-4.65576, 0.27956, -0.16559], [-4.61392, -1.83996, -1.18008], [-2.12591, -3.36937, -2.41489], [-2.05181, -4.57954, -2.22205], [-2.85293, -2.94087, -3.28974], [-0.15463, -0.95951, -3.41111], [-0.35662, 0.68429, -3.52535], [-0.63719, -1.75874, -4.75202], [-1.47001, -2.93269, 1.08663], [-2.14210, -1.82179, 1.77923], [-0.35189, -3.26519, 1.94542], [-2.65771, -4.35652, 1.22599], [-3.71754, -4.29496, 0.44713], [-1.98093, -5.41635, 0.80280], [-3.13344, -4.74537, 2.65475], [-3.32187, -6.07260, 2.64358], [-2.24895, -4.56206, 3.59968], [-4.47663, -4.18380, 3.16406], [-4.66288, -4.75987, 4.35730], [-5.52028, -4.54341, 2.46468], [-4.59073, -2.66866, 3.44691], [-3.61609, -2.19810, 4.12248], [-4.87338, -1.96208, 2.42069], [-5.65483, -2.53572, 4.24985], [3.97574, -5.22348, 1.98920], [2.30128, -4.84484, 2.25964], [3.09581, -5.87299, 3.41112], [1.77388, -7.33346, 2.00838], [3.50694, -7.53902, 1.58291], [2.06249, -7.45678, -0.48837], [3.29862, -6.18683, -0.37962], [0.75543, -5.44961, 0.97899], [0.46994, -5.89377, -0.69513], [2.67433, -4.26850, -0.78038], [1.80772, -3.49043, 0.47548], [0.47827, -4.31383, -2.18196], [1.58250, -3.01209, -2.24152], [0.59027, 0.54624, -0.79139], [0.25848, -0.23184, 0.72894], [2.25605, -1.33341, 0.73408], [2.50334, -1.38165, -1.05302], [3.61569, 0.63997, -1.00372], [2.52901, 1.22601, 0.35091], [3.56536, -0.09813, 1.90451], [4.86031, 0.83403, 1.18940], [4.75078, -1.56561, -0.32779], [4.34293, -2.08126, 1.27561], [6.93434, -1.77217, 0.42868], [6.64365, -0.33002, 1.45663], [6.38625, -1.98455, 2.08816], [-2.35177, 0.32325, -1.87515], [-2.09369, 0.26572, -0.17014], [-5.44114, -0.12791, 0.20727], [-5.04093, -2.18225, -0.38968], [-0.50811, 1.09831, -2.66858], [-1.44522, -1.35876, -5.10025], [-2.12041, -7.23938, -4.02653], [-1.67649, -8.70099, -4.08889], [-1.34469, -9.27878, -2.70833], [-0.25044, -8.52735, -2.09378], [0.57637, -7.92696, -1.62012], [-1.33701, -6.59030, -3.63907], [-2.37454, -6.87651, -5.02262], [-2.99721, -7.11819, -3.39141], [-0.80282, -8.78383, -4.74097], [-2.47233, -9.30098, -4.54079], [-1.04581, -10.32496, -2.79403], [-2.21675, -9.22824, -2.05536], [7.60832, -6.63571, 3.73772], [8.32471, -5.55986, 2.92828], [7.35745, -4.61028, 2.21513], [6.52077, -5.35866, 1.27829], [5.88902, -5.93216, 0.54873], [7.00488, -7.28097, 3.09861], [8.33181, -7.27077, 4.25171], [6.95446, -6.19028, 4.48937], [8.97638, -6.03980, 2.19503], [8.96521, -4.97756, 3.59474], [7.91128, -3.85382, 1.66195], [6.71949, -4.10002, 2.93684], [1.75259, 5.15037, 0.88520], [2.63128, 5.58675, 2.05608], [3.90838, 4.74802, 2.19590], [3.62808, 3.32683, 2.42597], [3.46436, 2.22269, 2.60359], [1.38951, 4.13230, 1.01672], [0.88443, 5.79752, 0.80409], [2.29800, 5.20021, -0.05310], [2.04791, 5.53389, 2.97887], [2.91837, 6.63221, 1.91685], [4.50916, 5.11221, 3.03007], [4.50191, 4.83381, 1.28441], [-4.95246, -0.79036, 7.15899], [-3.45435, -0.51782, 7.11468], [-2.94577, 0.21748, 8.36040], [-3.60214, 1.52096, 8.50266], [-4.10850, 2.52109, 8.61216], [-5.52744, 0.13701, 7.18737], [-5.26312, -1.33768, 6.27287], [-5.21725, -1.38624, 8.03625], [-3.22437, 0.06685, 6.22323], [-2.92129, -1.46477, 7.02177], [-1.87000, 0.37682, 8.28943], [-3.14254, -0.37118, 9.25747], [-3.35775, 4.72891, -2.00368], [-3.09464, 4.80890, -0.50649], [-1.81200, 5.57598, -0.18656], [-0.65616, 4.91855, -0.79133], [0.19716, 4.39961, -1.29840], [-2.56740, 4.18018, -2.52032], [-4.28943, 4.20822, -2.19383], [-3.42859, 5.73217, -2.44266], [-3.04063, 3.79901, -0.09762], [-3.93399, 5.30622, -0.02010], [-1.65360, 5.63620, 0.89192], [-1.88052, 6.59490, -0.57670], [0.33448, 7.20765, -3.53733], [-0.56809, 6.80174, -4.69508], [-1.45590, 7.94854, -5.19377], [-2.33816, 8.42651, -4.12485], [-3.01378, 8.79349, -3.30247], [-0.24760, 7.50449, -2.66349], [0.96306, 6.36980, -3.23791], [0.98619, 8.04086, -3.81500], [-1.19221, 5.96319, -4.38069], [0.04861, 6.44901, -5.52391], [-2.07213, 7.61284, -6.02774], [-0.84386, 8.78298, -5.53912], [-7.43423, 9.55477, -2.28025], [-6.61274, 9.94952, -1.05817], [-5.39731, 9.04264, -0.84134], [-5.82266, 7.65711, -0.63318], [-6.14637, 6.59052, -0.47281], [-7.85059, 8.55248, -2.17502], [-8.27073, 10.24217, -2.41507], [-6.82544, 9.58000, -3.18570], [-7.25374, 9.92453, -0.17421], [-6.26850, 10.97926, -1.17562], [-4.83353, 9.36906, 0.03253], [-4.73166, 9.07874, -1.70446], [3.03120, 2.38365, -3.80146], [3.06177, 3.55752, -4.77587], [4.19765, 4.55211, -4.48528], [4.03822, 5.11331, -3.14435], [3.91154, 5.50967, -2.09876], [2.84986, 2.71609, -2.77808], [2.22980, 1.69279, -4.06193], [3.97520, 1.83283, -3.82237], [2.10124, 4.07573, -4.73591], [3.17939, 3.17669, -5.79279], [4.18577, 5.36597, -5.21145], [5.16775, 4.05775, -4.54821]], "mulliken_charge": [-0.26, -0.90, -0.35, -0.24, 0.97, -1.85, -0.52, -0.77, 0.06, -0.08, -1.23, 0.31, -1.08, -0.57, 0.46, -0.52, -0.59, 1.14, -0.66, -0.76, 0.37, -0.56, -0.39, 0.98, -0.58, -0.56, -0.18, -0.21, -0.24, 0.67, -0.35, -0.25, 0.65, -0.33, -0.28, 0.65, -0.20, -0.26, -0.36, -0.33, -0.03, 0.46, 0.38, 0.46, 0.22, 0.46, 0.17, 0.15, 0.54, -0.79, 0.59, 0.63, 0.24, 0.33, 0.15, -0.01, 0.10, 0.10, 0.44, 0.45, 0.33, -0.12, 0.26, 0.40, 0.10, 0.29, 0.18, 0.17, 0.21, 0.22, 0.27, -0.91, -0.46, -0.63, 0.10, -0.28, 0.16, 0.37, 0.26, 0.30, 0.31, 0.31, 0.28, -1.21, -0.61, -0.25, 0.26, -0.42, 0.35, 0.35, 0.31, 0.31, 0.36, 0.27, 0.31, -0.71, -0.74, -0.53, 0.24, -0.38, 0.42, 0.10, 0.27, 0.38, 0.35, 0.36, 0.24, -0.89, -0.27, -0.58, 0.25, -0.43, 0.35, 0.06, 0.29, 0.31, 0.30, 0.31, 0.31, -1.05, -0.56, -0.30, 0.01, -0.26, 0.36, 0.39, 0.12, 0.32, 0.29, 0.44, 0.28, -0.78, -0.18, -0.78, 0.28, -0.41, 0.19, -0.01, 0.41, 0.19, 0.32, 0.33, 0.33, -1.17, -0.53, 0.04, 0.31, -0.49, 0.37, 0.34, 0.28, 0.32, 0.32, 0.32, -0.01, -0.86, -0.33, -0.54, 0.27, -0.45, 0.23, 0.19, 0.37, 0.07, 0.39, 0.32, 0.31], "homo_ev": -0.635, "energy_ha": -4717.95463, "multiplicity": 1, "charge": -2, "max_force_ev_per_a": 3.84, "homo_lumo_gap_ev": 3.62}

Entry 3:
{"formula": "C4H33N2O12", "method": "wB97M-V/def2-TZVPD", "elements": ["C", "N", "C", "C", "N", "C", "O", "H", "H", "H", "H", "H", "H", "H", "H", "H", "H", "H", "H", "H", "O", "H", "H", "O", "H", "H", "O", "H", "H", "O", "H", "H", "O", "H", "H", "O", "H", "H", "O", "H", "H", "O", "H", "H", "O", "H", "H", "O", "H", "H", "O"], "coordinates": [[1.15151, -2.12659, 0.87365], [2.58334, -1.73057, 0.87012], [0.38492, -1.25126, -0.15761], [0.00808, -2.01231, -1.46297], [-0.82145, -0.64320, 0.48390], [-1.93661, -0.15304, -0.44645], [-1.85417, 1.13247, -0.90889], [0.61261, -2.13523, 1.82500], [1.11810, -3.17802, 0.52559], [2.71115, -0.86875, 0.32477], [2.72554, -1.38381, 1.81255], [0.98719, -0.33936, -0.38562], [-0.07057, -1.25851, -2.26466], [-0.98263, -2.36542, -1.32996], [0.79663, -2.75182, -1.61550], [-1.27130, -1.28329, 1.14576], [-1.96558, -0.83705, -1.29631], [-2.80091, -0.36355, 0.23734], [-2.57982, -3.84517, -0.86910], [-1.58650, -3.85572, -1.98807], [-2.44902, -4.23124, -1.74265], [-0.89646, 1.48211, -0.91995], [0.29184, 3.27774, -0.70443], [0.43627, 2.39556, -1.05854], [-0.09346, -0.67436, -4.24767], [-0.20797, 0.84184, -4.15656], [-0.10981, 0.09947, -4.82000], [3.19378, -3.11155, -0.88523], [4.23186, -3.07882, -1.88651], [3.63561, -3.72861, -1.48780], [-1.39807, 2.15932, -3.38033], [-0.07888, 2.26918, -2.42145], [-0.44420, 2.28166, -3.40158], [-3.93410, -0.93612, 3.28668], [-2.70177, -0.18901, 3.67639], [-3.04214, -0.74628, 2.97235], [1.33631, 2.05441, 3.13085], [0.95849, 0.61333, 2.99329], [1.29069, 1.21677, 3.66058], [-1.36853, 1.22375, 2.91014], [-0.70518, 1.67294, 4.23602], [-1.56545, 1.36004, 3.83291], [1.42690, 2.26616, 0.93683], [0.41103, 3.18784, 1.55953], [1.37411, 2.96939, 1.63172], [-1.33507, 2.16313, 1.72838], [-1.42528, 2.89948, 0.40978], [-1.34445, 3.04716, 1.37211], [3.17886, 1.84114, -0.14591], [1.73816, 1.69319, -0.60787], [2.50100, 1.15755, -0.23195]], "mulliken_charge": [-1.15, -0.63, 2.39, -2.18, -0.04, -0.65, -0.51, 0.50, 0.37, 0.31, 0.33, -0.60, 0.19, -0.07, 0.90, 0.33, 0.45, 0.51, 0.33, 0.48, -0.62, 0.45, 0.19, -1.18, 0.30, 0.46, -0.68, 0.32, 0.32, -0.66, 0.31, 0.45, -0.82, 0.29, 0.33, -0.59, 0.47, 0.27, -0.73, 0.34, 0.41, -0.68, 0.39, 0.57, -0.80, 0.30, 0.29, -0.73, 0.31, 0.19, -0.72], "homo_ev": [-10.369, -10.359], "energy_ha": -1184.41272, "multiplicity": 2, "s_squared": 0.7551, "max_force_ev_per_a": 3.80, "homo_lumo_gap_ev": [9.72, 4.76]}

Entry 4:
{"formula": "C4H13NO3", "method": "wB97M-V/def2-TZVPD", "elements": ["C", "C", "C", "N", "C", "O", "H", "H", "H", "H", "H", "H", "H", "H", "H", "O", "H", "H", "O", "H", "H"], "coordinates": [[1.24264, 0.83054, -1.17868], [-0.08109, 1.26314, -0.66322], [-0.04246, 1.49933, 0.86196], [-1.12863, 0.30815, -1.16579], [-1.03694, -1.09376, -0.98904], [-0.44527, -1.52044, -0.03077], [1.59720, -0.03114, -0.60834], [1.86747, 1.74041, -1.06176], [1.06794, 0.72557, -2.21592], [-0.32200, 2.26331, -1.12006], [-0.18459, 0.61354, 1.40191], [0.98675, 1.87250, 1.19516], [-0.85244, 2.23795, 1.18420], [-1.75454, 0.63240, -1.87000], [-1.57620, -1.68740, -1.57107], [2.58574, -2.27850, 0.69692], [1.78517, -2.64101, 1.12576], [2.55088, -1.28085, 0.65513], [-2.20912, -1.43450, 2.00255], [-2.50189, -0.52825, 1.88505], [-1.54863, -1.49099, 1.46601]], "mulliken_charge": [-1.27, 0.41, -1.12, -0.19, -0.24, -0.60, 0.06, 0.46, 0.40, 0.39, 0.25, 0.32, 0.26, 0.22, 0.61, -0.64, 0.32, 0.33, -0.59, 0.31, 0.32], "homo_ev": -10.206, "energy_ha": -440.63838, "multiplicity": 1, "max_force_ev_per_a": 8.50, "homo_lumo_gap_ev": 10.77}

Entry 5:
{"formula": "C10H20F6NaO10S2", "method": "wB97M-V/def2-TZVPD", "elements": ["Na", "C", "F", "F", "F", "S", "O", "O", "O", "C", "F", "F", "F", "S", "O", "O", "O", "C", "O", "C", "C", "O", "C", "H", "H", "H", "H", "H", "H", "H", "H", "H", "H", "C", "O", "C", "C", "O", "C", "H", "H", "H", "H", "H", "H", "H", "H", "H", "H"], "coordinates": [[-0.10329, 0.06730, -0.01141], [3.06890, -3.33852, -1.15821], [3.75481, -3.63258, -0.04867], [3.66209, -3.98397, -2.16845], [1.80914, -3.81976, -1.05525], [3.00675, -1.47500, -1.50136], [2.13719, -0.98508, -0.43942], [4.41045, -1.11865, -1.35577], [2.45700, -1.32941, -2.83450], [0.20168, 4.89922, -1.58118], [1.47873, 4.89608, -1.17692], [-0.56195, 5.36100, -0.58408], [0.09116, 5.72527, -2.61263], [-0.27422, 3.14243, -2.01495], [0.79524, 2.67213, -2.90144], [-0.23169, 2.40656, -0.74695], [-1.57285, 3.24488, -2.66926], [2.11096, 2.59988, 1.62682], [1.69568, 1.25380, 1.71031], [1.21598, 0.89657, 2.96991], [0.94795, -0.59906, 3.09206], [0.06846, -1.10509, 2.13795], [-0.03750, -2.51049, 2.15432], [2.52564, 2.81158, 0.64316], [2.90456, 2.83016, 2.34738], [1.21930, 3.22538, 1.74862], [0.32047, 1.45376, 3.28270], [1.92212, 1.11746, 3.78295], [0.63740, -0.72346, 4.14225], [1.91084, -1.12665, 3.05925], [-0.03102, -2.84384, 3.19958], [0.82800, -2.95371, 1.64552], [-0.92526, -2.90039, 1.65874], [-0.90424, -2.25067, -2.25689], [-1.41433, -1.12403, -1.56595], [-2.80739, -1.02729, -1.69944], [-3.33124, 0.25899, -1.06128], [-2.75404, 0.53722, 0.20492], [-3.38182, -0.17077, 1.24105], [-1.29426, -2.26712, -3.27846], [-1.21674, -3.17723, -1.76150], [0.18005, -2.24525, -2.32465], [-3.28490, -1.87171, -1.18395], [-3.15609, -1.02774, -2.73639], [-4.42565, 0.25842, -0.97671], [-3.16580, 1.12519, -1.70756], [-3.45281, -1.26144, 1.12330], [-4.35163, 0.21876, 1.55845], [-2.68183, -0.13314, 2.08401]], "mulliken_charge": [0.95, 0.57, -0.24, -0.25, -0.22, 1.07, -0.59, -0.67, -0.69, 0.52, -0.23, -0.24, -0.22, 1.17, -0.71, -0.66, -0.71, -0.86, -0.03, -0.71, -0.70, 0.12, -0.88, 0.23, 0.33, 0.31, 0.38, 0.40, 0.35, 0.43, 0.36, 0.23, 0.21, -0.74, -0.02, -0.59, -0.69, -0.09, -0.73, 0.32, 0.31, 0.06, 0.40, 0.36, 0.38, 0.28, 0.30, 0.31, 0.12], "homo_ev": -6.211, "energy_ha": -2703.43217, "multiplicity": 1, "charge": -1, "max_force_ev_per_a": 2.83, "homo_lumo_gap_ev": 7.94}

Entry 6:
{"formula": "C5H10F2", "method": "wB97M-V/def2-TZVPD", "elements": ["C", "C", "C", "C", "C", "H", "H", "H", "H", "H", "H", "H", "H", "H", "H", "F", "F"], "coordinates": [[-1.67756, 0.09862, -1.01401], [-1.63106, -0.15646, 0.55284], [-0.13428, -0.14076, 1.00364], [0.52227, 1.25662, 0.62351], [0.79483, -1.26306, 0.48925], [-2.64356, 0.58580, -1.58542], [-0.69688, 0.86172, -1.32412], [-1.35908, -0.62244, -1.58941], [-2.13358, 0.67756, 1.00710], [-2.14275, -0.99474, 1.08899], [-0.34063, -0.29381, 2.07576], [1.44601, 1.57286, 1.59092], [-0.36690, 2.07773, 0.77091], [-0.11555, -2.08219, 0.33688], [1.72965, -1.50854, 1.11054], [1.17011, 1.10907, -0.63735], [0.98301, -1.00281, -0.85304]], "mulliken_charge": [-0.99, -0.86, 0.10, -0.41, -0.36, 0.25, 0.20, 0.41, 0.37, 0.41, 0.35, 0.28, 0.27, 0.23, 0.30, -0.27, -0.27], "homo_ev": -10.240, "energy_ha": -396.07336, "multiplicity": 1, "max_force_ev_per_a": 6.53, "homo_lumo_gap_ev": 11.10}